#w
{"formula": "C3H6N2S", "method": "the ωB97M-V functional and the def2-TZVPD basis", "species": ["N", "C", "C", "N", "C", "S", "H", "H", "H", "H", "H", "H"], "coordinates": [[-1.46, 0.19, -0.81], [-0.48, -0.37, 0.11], [0.92, -0.77, -0.50], [1.45, 0.52, 0.29], [0.27, 0.89, 0.56], [-0.65, 1.84, 1.62], [-2.26, 0.63, -0.19], [-1.90, -0.65, -0.91], [-0.66, -1.12, 0.80], [1.10, -1.73, 0.00], [1.35, -0.50, -1.50], [2.33, 1.06, 0.53]], "smiles": "N[C@H]1CNC1=S", "homo_lumo_gap_ev": 8.58, "spin_multiplicity": 1, "lumo_energy_ev": 0.642}

#x
{"formula": "C3H6N2S", "method": "the ωB97M-V functional and the def2-TZVPD basis", "species": ["C", "N", "S", "H", "H", "N", "C", "C", "H", "H", "H", "H"], "coordinates": [[1.14, -1.36, 0.64], [1.97, -0.79, 0.06], [3.02, 0.24, -0.48], [0.19, -1.77, 0.61], [-0.46, 1.25, 2.07], [-0.20, 1.18, 1.07], [-0.94, 0.42, 0.43], [-0.79, 0.33, -1.09], [-1.64, -0.31, 0.94], [-0.44, -0.74, -1.22], [-0.07, 0.89, -1.56], [-1.80, 0.66, -1.48]], "smiles": "C#[N+][S-].[H]/N=C/C", "homo_lumo_gap_ev": 8.73, "spin_multiplicity": 1, "lumo_energy_ev": 0.193}

#y
{"formula": "C3H6N2S", "method": "the ωB97M-V functional and the def2-TZVPD basis", "species": ["H", "N", "C", "N", "C", "C", "S", "H", "H", "H", "H", "H"], "coordinates": [[0.17, -2.30, -0.88], [-0.79, -2.49, -0.57], [-1.32, -1.51, 0.01], [-0.87, -0.22, 0.28], [0.31, 0.42, 0.04], [1.38, -0.31, -0.71], [0.49, 2.01, 0.52], [-2.30, -1.53, 0.41], [-1.49, 0.46, 0.74], [1.04, -0.64, -1.67], [2.25, 0.38, -0.81], [1.75, -1.16, -0.07]], "smiles": "[H]/N=C\\NC(C)=S", "homo_lumo_gap_ev": 8.83, "spin_multiplicity": 1, "lumo_energy_ev": -0.052}

#z
{"formula": "C3H6N2S", "method": "the ωB97M-V functional and the def2-TZVPD basis", "species": ["C", "C", "C", "N", "N", "S", "H", "H", "H", "H", "H", "H"], "coordinates": [[-0.57, 0.68, -0.85], [-0.86, 1.68, -1.84], [0.81, -2.14, 2.09], [1.35, 0.18, 2.06], [1.09, -0.92, 2.00], [-0.05, -0.81, -1.24], [-0.10, 2.47, -1.75], [-1.94, 1.96, -1.91], [-0.62, 1.25, -2.81], [1.44, -2.93, 1.82], [-0.20, -2.48, 2.32], [-0.35, 1.05, 0.11]], "homo_lumo_gap_ev": 8.13, "spin_multiplicity": 1, "lumo_energy_ev": -0.208}

Top of the stability list: #y, leading by 63.3 kcal/mol.

#w
{"formula": "C3H6N2S", "method": "the ωB97M-V functional and the def2-TZVPD basis", "species": ["C", "N", "N", "C", "C", "S", "H", "H", "H", "H", "H", "H"], "coordinates": [[1.29, 1.35, -0.73], [1.06, 1.11, 0.64], [0.10, 0.45, 1.02], [-0.99, -0.19, 0.47], [-0.98, -1.71, 0.53], [-2.16, 0.72, -0.18], [1.96, 0.59, -1.15], [1.87, 2.31, -0.90], [0.41, 1.41, -1.30], [-1.87, -2.07, 0.16], [-0.66, -2.05, 1.53], [-0.04, -1.94, -0.09]], "smiles": "C/N=N\\C(C)=S", "homo_lumo_gap_ev": 8.24, "spin_multiplicity": 1, "lumo_energy_ev": -0.251}

#x
{"formula": "C3H6N2S", "method": "the ωB97M-V functional and the def2-TZVPD basis", "species": ["H", "N", "C", "N", "C", "C", "S", "H", "H", "H", "H", "H"], "coordinates": [[1.69, 0.98, 1.61], [1.40, 0.26, 0.93], [0.17, 0.35, 0.62], [-0.80, 1.17, 1.23], [-0.51, -0.55, -0.40], [0.38, -1.25, -1.37], [-0.54, 0.02, -2.09], [-1.52, 1.47, 0.59], [-0.40, 1.92, 1.75], [-1.42, -1.04, -0.06], [0.11, -2.22, -1.68], [1.43, -1.11, -1.12]], "smiles": "[H]/N=C(\\N)[C@@H]1CS1", "homo_lumo_gap_ev": 9.70, "spin_multiplicity": 1, "lumo_energy_ev": 0.782}

Top of the stability list: #x, leading by 49.0 kcal/mol.

#w
{"formula": "C3H6N2S", "method": "the ωB97M-V functional and the def2-TZVPD basis", "species": ["C", "N", "C", "N", "C", "S", "H", "H", "H", "H", "H", "H"], "coordinates": [[3.45, 0.15, 0.13], [2.18, -0.54, 0.02], [1.14, 0.16, -0.21], [-0.15, -0.28, -0.12], [-1.30, 0.50, 0.03], [-2.83, -0.09, 0.06], [4.11, -0.26, -0.68], [3.98, -0.06, 1.08], [3.37, 1.29, 0.08], [1.24, 1.22, -0.43], [-0.34, -1.32, -0.12], [-0.98, 1.52, 0.06]], "smiles": "C/N=C/NC=S", "homo_lumo_gap_ev": 8.98, "spin_multiplicity": 1, "lumo_energy_ev": -0.049}

#x
{"formula": "C3H6N2S", "method": "the ωB97M-V functional and the def2-TZVPD basis", "species": ["N", "C", "S", "C", "C", "N", "H", "H", "H", "H", "H", "H"], "coordinates": [[-0.61, -1.44, -0.53], [-0.33, -0.43, 0.29], [-1.28, 0.17, 1.47], [1.02, 0.30, -0.06], [1.56, 0.11, -1.44], [1.02, 1.38, -0.99], [0.06, -1.99, -1.06], [-1.48, -1.88, -0.23], [1.68, 0.44, 0.82], [1.05, -0.50, -2.12], [2.63, 0.09, -1.70], [0.12, 1.61, -1.38]], "smiles": "NC(=S)[C@H]1CN1", "homo_lumo_gap_ev": 9.21, "spin_multiplicity": 1, "lumo_energy_ev": 0.654}

#y
{"formula": "C3H6N2S", "method": "the ωB97M-V functional and the def2-TZVPD basis", "species": ["N", "N", "C", "C", "C", "S", "H", "H", "H", "H", "H", "H"], "coordinates": [[0.96, 1.83, -0.06], [0.78, 0.45, -0.07], [1.79, -0.63, 0.15], [0.58, -1.56, -0.11], [-0.33, -0.33, -0.05], [-1.94, 0.01, 0.05], [0.31, 2.25, -0.76], [0.68, 2.20, 0.85], [2.20, -0.65, 1.16], [2.56, -0.59, -0.56], [0.64, -1.92, -1.13], [0.36, -2.33, 0.62]], "smiles": "NN1CCC1=S", "homo_lumo_gap_ev": 9.25, "spin_multiplicity": 1, "lumo_energy_ev": 0.822}

#z
{"formula": "C3H6N2S", "method": "the ωB97M-V functional and the def2-TZVPD basis", "species": ["H", "N", "C", "C", "C", "S", "N", "H", "H", "H", "H", "H"], "coordinates": [[-2.67, -0.51, -0.81], [-2.07, 0.47, -0.79], [-0.87, 0.59, -0.28], [-0.19, -0.56, 0.39], [1.33, -0.41, 0.75], [1.72, 0.55, -0.80], [0.27, 1.51, -0.18], [-0.15, -1.22, -0.59], [-0.98, -1.36, 1.07], [1.58, 0.09, 1.54], [2.06, -1.27, 0.73], [-0.04, 2.12, -1.02]], "smiles": "[H]/N=C1\\CCSN1", "homo_lumo_gap_ev": 9.10, "spin_multiplicity": 1, "lumo_energy_ev": 0.116}

Top of the stability list: #w, leading by 10.9 kcal/mol.